ORCA calculation (wB97M-V/def2-TZVPD) on C29H31FN5OS2W as an isolated structure in a non-equilibrium geometry.

```
70
Properties=species:S:1:pos:R:3:lowdin_charge:R:1
W 0.41 0.48 -1.19 1.73
N 4.07 -2.00 -1.72 0.15
C 2.84 -1.53 -1.67 -0.73
S 2.59 0.15 -2.23 0.80
N 1.82 -2.22 -1.28 0.00
N 0.58 -1.66 -1.36 -0.14
C -0.39 -2.54 -1.47 0.03
C -1.73 -2.25 -1.84 -0.12
C -2.67 -3.28 -2.04 0.03
C -3.90 -2.99 -2.60 -0.01
C -4.23 -1.69 -2.98 0.01
C -3.33 -0.65 -2.76 0.03
C -2.10 -0.92 -2.19 -0.24
O -1.18 0.05 -1.98 -0.25
H 4.81 -1.44 -2.13 0.12
H 4.29 -2.95 -1.45 0.14
H -0.11 -3.59 -1.37 0.16
H -2.42 -4.29 -1.79 0.14
H -4.62 -3.79 -2.77 0.13
H -5.18 -1.48 -3.44 0.14
H -3.57 0.36 -3.06 0.13
C 1.53 -2.25 3.61 -0.04
C 1.24 -2.13 2.11 -0.36
C 1.27 -3.56 1.54 -0.04
C -0.07 -1.44 1.86 -0.11
C -1.26 -1.98 2.34 0.03
C -2.49 -1.40 2.10 0.03
C -2.57 -0.19 1.42 0.01
C -1.42 0.44 0.96 -0.15
C -1.47 1.90 0.49 -0.37
C -1.41 2.80 1.73 0.01
C -2.68 2.25 -0.39 -0.03
C -0.16 -0.22 1.15 -0.20
N 0.99 0.47 0.63 -0.12
C 1.80 1.31 1.42 -0.20
C 2.07 1.22 2.79 0.03
C 2.97 2.09 3.37 -0.01
C 3.63 3.05 2.62 0.00
C 3.34 3.21 1.26 0.04
C 2.42 2.35 0.73 -0.14
F 1.96 2.46 -0.62 -0.10
H 2.57 -2.56 3.75 0.10
H 0.91 -3.01 4.07 0.09
H 1.39 -1.32 4.16 0.07
H 2.04 -1.55 1.64 0.13
H 0.38 -4.12 1.83 0.09
H 2.13 -4.07 1.95 0.10
H 1.35 -3.57 0.46 0.04
H -1.21 -2.88 2.95 0.14
H -3.39 -1.87 2.46 0.14
H -3.54 0.27 1.31 0.13
H -0.54 2.13 -0.15 0.08
H -2.28 2.59 2.36 0.11
H -1.44 3.85 1.46 0.10
H -0.51 2.62 2.32 0.09
H -3.61 1.98 0.08 0.10
H -2.63 1.75 -1.36 0.06
H -2.71 3.33 -0.56 0.10
H 1.59 0.46 3.38 0.10
H 3.17 2.01 4.42 0.13
H 4.36 3.69 3.08 0.13
H 3.82 3.97 0.66 0.14
S 0.44 3.06 -5.09 1.20
C 0.27 4.11 -3.75 -0.30
C 0.22 3.42 -2.59 -0.21
N 0.31 2.06 -2.73 -0.22
C 0.42 1.74 -4.02 -0.46
H 0.21 5.18 -3.87 0.10
H 0.12 3.87 -1.61 0.12
H 0.50 0.72 -4.38 0.09
```

Properties
Energy relative to the best compared isomer or geometry (same formula, charge and spin): 12.19 kcal/mol
Highest occupied orbital energy (alpha / beta): -0.6245 / -0.6245 Ha
Total charge: +3
LUMO energy (alpha / beta): -11.37 / -11.37 eV
Calculated total energy: -66261.748 eV

=====

ORCA calculation (wB97M-V/def2-TZVPD) on C29H31IN2O2PtSSb as an isolated structure.

```
68
Properties=species:S:1:pos:R:3:lowdin_charge:R:1
Pt 0.23 -2.00 0.71 0.92
N -0.67 -2.17 2.77 -0.07
C -1.44 -3.40 3.07 -0.24
C -0.56 -4.65 3.07 -0.18
C -0.12 -5.12 1.66 -0.20
C 1.37 -4.98 1.37 -0.24
N 1.81 -3.56 1.44 -0.08
H 0.02 -2.00 3.49 0.10
H -1.30 -1.37 2.78 0.09
H -2.22 -3.50 2.32 0.11
H -1.92 -3.30 4.04 0.12
H -1.12 -5.44 3.55 0.12
H 0.32 -4.47 3.71 0.11
H -0.67 -4.57 0.90 0.09
H -0.38 -6.17 1.52 0.12
H 1.58 -5.35 0.37 0.12
H 1.95 -5.58 2.08 0.12
H 2.66 -3.42 0.89 0.07
H 2.03 -3.29 2.39 0.08
S 1.47 -1.55 -1.32 0.07
Sb 1.34 0.75 -1.07 1.34
C 1.56 1.28 0.96 -0.38
C 0.78 2.27 1.55 -0.11
C 0.92 2.54 2.90 -0.06
C 1.83 1.81 3.67 -0.07
C 2.61 0.83 3.08 -0.08
C 2.48 0.55 1.72 -0.16
C -0.26 1.70 -2.02 -0.35
C -0.34 3.09 -1.96 -0.12
C -1.41 3.73 -2.58 -0.06
C -2.36 2.99 -3.26 -0.06
C -2.26 1.60 -3.33 -0.07
C -1.21 0.95 -2.70 -0.12
C 3.07 1.58 -1.95 -0.36
C 4.00 2.25 -1.16 -0.11
C 5.13 2.80 -1.75 -0.07
C 5.33 2.69 -3.12 -0.07
C 4.39 2.02 -3.91 -0.07
C 3.26 1.47 -3.33 -0.12
H 0.06 2.82 0.96 0.10
H 0.32 3.31 3.36 0.11
H 1.94 2.03 4.73 0.11
H 3.34 0.28 3.67 0.11
H 3.09 -0.21 1.26 0.09
H 0.42 3.68 -1.46 0.11
H -1.48 4.81 -2.54 0.11
H -3.19 3.49 -3.75 0.11
H -3.00 1.03 -3.87 0.12
H -1.13 -0.13 -2.74 0.10
H 3.85 2.35 -0.09 0.09
H 5.86 3.32 -1.14 0.11
H 6.21 3.12 -3.57 0.11
H 4.55 1.94 -4.97 0.11
H 2.54 0.96 -3.95 0.11
I -7.05 2.42 -1.95 0.90
C -5.42 1.36 -1.20 -0.74
C -4.46 2.03 -0.46 -0.14
C -3.36 1.33 0.01 -0.02
C -3.23 -0.03 -0.26 -0.15
C -4.21 -0.70 -0.99 0.00
C -5.31 0.00 -1.47 -0.13
C -2.00 -0.75 0.15 -0.61
O -1.95 -2.01 0.13 -0.08
O -0.97 -0.09 0.51 -0.19
H -4.57 3.08 -0.25 0.10
H -2.58 1.84 0.56 0.12
H -4.10 -1.75 -1.19 0.13
H -6.07 -0.51 -2.05 0.10
```

Properties
Expectation value of S²: 2.005
2S+1: 3
Energy relative to the best compared isomer or geometry (same formula, charge and spin): 4.17 kcal/mol
Highest occupied orbital energy (alpha / beta): -0.3633 / -0.4027 Ha
Total charge: +1
LUMO energy (alpha / beta): -2.24 / -3.69 eV
Calculated total energy: -66365.879 eV

=====

ORCA calculation (wB97M-V/def2-TZVPD) on C29H31LiN6S as an isolated structure in a non-equilibrium geometry.

```
68
Properties=species:S:1:pos:R:3:lowdin_charge:R:1
Li -0.27 0.98 -0.40 0.54
C -1.41 0.61 4.38 -0.04
C -0.63 1.67 4.83 -0.08
C 0.24 2.29 4.02 -0.02
C 0.26 1.91 2.65 -0.23
N -0.53 0.95 2.13 0.11
C -1.38 0.33 3.01 -0.08
C 1.06 2.65 1.68 -0.19
C 1.60 3.89 2.07 0.00
C 2.52 4.58 1.24 -0.01
C 2.89 3.87 0.10 -0.03
C 2.30 2.67 -0.25 -0.22
N 1.29 2.16 0.43 0.12
C 2.78 1.86 -1.43 -0.21
C 4.17 1.79 -1.69 -0.02
C 4.59 0.93 -2.64 -0.06
C 3.65 0.27 -3.45 -0.04
C 2.34 0.33 -3.07 -0.12
N 1.93 1.03 -2.00 0.09
H -2.00 -0.01 5.07 0.11
H -0.67 2.04 5.86 0.12
H 0.92 3.08 4.37 0.12
H -1.99 -0.41 2.62 0.09
H 1.21 4.38 2.94 0.10
H 2.84 5.59 1.46 0.12
H 3.61 4.33 -0.60 0.12
H 4.89 2.47 -1.20 0.12
H 5.63 0.79 -2.78 0.10
H 3.98 -0.32 -4.32 0.12
H 1.56 -0.19 -3.57 0.08
C -1.07 -0.76 -3.49 -0.06
C -2.14 -0.55 -2.52 -0.34
C -3.00 -1.70 -2.27 -0.03
C -4.07 -1.50 -1.47 -0.05
C -4.37 -0.25 -0.91 -0.21
C -5.47 -0.04 -0.17 -0.11
C -5.77 1.25 0.27 -0.09
C -4.86 2.33 0.09 -0.13
C -3.58 2.11 -0.50 -0.79
S -2.36 3.24 -0.33 0.46
C -3.38 0.79 -1.06 -0.25
N -2.26 0.57 -1.81 0.10
H -1.39 -1.10 -4.48 0.09
H -0.39 -1.46 -3.06 0.06
H -0.58 0.20 -3.64 0.07
H -2.77 -2.76 -2.62 0.13
H -4.65 -2.35 -1.20 0.10
H -6.06 -0.87 0.18 0.10
H -6.64 1.47 0.93 0.10
H -5.08 3.35 0.49 0.09
C 2.70 -3.61 -0.19 -0.05
C 1.20 -3.51 0.27 -0.63
C 0.39 -4.73 -0.19 -0.04
C 1.20 -3.27 1.79 -0.06
N 0.57 -2.41 -0.41 -0.12
N 0.78 -1.05 -0.11 -0.02
H 3.23 -4.52 0.21 0.09
H 3.25 -2.76 0.34 0.09
H 2.75 -3.53 -1.28 0.07
H 0.85 -5.66 0.09 0.08
H 0.29 -4.82 -1.26 0.07
H -0.59 -4.70 0.30 0.08
H 2.04 -3.83 2.32 0.10
H 0.28 -3.61 2.28 0.07
H 1.49 -2.24 2.09 0.07
H -0.47 -2.58 -0.46 0.13
H 1.65 -0.69 -0.55 0.07
H 0.91 -0.96 0.90 0.04
```

Properties
Energy relative to the best compared isomer or geometry (same formula, charge and spin): 35.07 kcal/mol
Highest occupied orbital energy: -0.2001 Ha
Total charge: 0
LUMO energy: -0.44 eV
Calculated total energy: -50556.973 eV

=====

ORCA calculation (wB97M-V/def2-TZVPD) on one molecule with the formula C29H31N3O3.

```
66
Properties=species:S:1:pos:R:3:lowdin_charge:R:1
C -1.28 4.86 3.80 -0.01
C -1.75 3.73 2.94 -0.33
C -2.88 2.97 2.98 -0.01
C -2.78 2.05 1.91 0.00
C -1.60 2.32 1.29 -0.22
O -0.96 3.34 1.92 0.09
C -0.91 1.66 0.15 -0.09
N -0.27 0.41 0.57 0.04
C -1.04 -0.70 0.75 -0.42
O -2.22 -0.71 0.46 0.09
C -0.31 -1.94 1.21 -0.02
C 0.89 -2.23 0.36 -0.18
C 0.91 -2.35 -1.00 -0.04
N 2.19 -2.56 -1.43 0.09
C 3.02 -2.60 -0.35 -0.22
C 4.40 -2.79 -0.28 -0.02
C 4.98 -2.77 0.97 -0.10
C 4.21 -2.59 2.12 -0.10
C 2.85 -2.40 2.06 -0.03
C 2.24 -2.40 0.81 -0.14
H 2.27 -2.27 2.96 0.11
H 4.70 -2.59 3.08 0.10
H 6.05 -2.91 1.06 0.10
H 4.99 -2.94 -1.17 0.11
H 2.47 -2.71 -2.39 0.16
H 0.10 -2.30 -1.69 0.11
H 0.01 -1.82 2.25 0.12
H -1.03 -2.77 1.17 0.13
C 1.04 0.55 1.09 -0.23
C 2.11 0.71 0.22 -0.01
C 3.39 0.88 0.72 -0.06
C 3.60 0.91 2.08 -0.08
C 2.54 0.77 2.96 -0.08
C 1.26 0.60 2.46 -0.01
H 0.41 0.51 3.14 0.13
H 2.70 0.81 4.02 0.11
H 4.60 1.04 2.47 0.11
H 4.22 0.99 0.04 0.11
H 1.94 0.70 -0.85 0.12
H -0.11 2.33 -0.20 0.17
C -1.86 1.44 -1.05 -0.44
O -2.89 2.07 -1.18 0.10
N -1.36 0.61 -1.98 0.11
H -0.57 0.03 -1.73 0.12
C -2.17 0.15 -3.10 -0.31
C -2.82 -1.20 -2.79 -0.14
C -3.69 -1.64 -3.96 -0.20
C -2.86 -1.74 -5.23 -0.21
C -2.18 -0.41 -5.54 -0.20
C -1.32 0.04 -4.36 -0.15
H -0.51 -0.68 -4.20 0.11
H -0.86 1.01 -4.58 0.12
H -1.57 -0.50 -6.44 0.11
H -2.95 0.35 -5.73 0.12
H -2.09 -2.51 -5.10 0.11
H -3.49 -2.04 -6.07 0.11
H -4.15 -2.61 -3.74 0.11
H -4.49 -0.91 -4.11 0.12
H -3.41 -1.11 -1.87 0.12
H -2.05 -1.95 -2.61 0.11
H -2.95 0.90 -3.23 0.15
H -3.49 1.30 1.63 0.11
H -3.68 3.06 3.69 0.11
H -1.20 5.77 3.21 0.08
H -0.30 4.64 4.22 0.08
H -1.99 5.02 4.61 0.08
```

Properties
Energy relative to the best compared isomer or geometry (same formula, charge and spin): 0.00 kcal/mol
Highest occupied orbital energy: -0.2932 Ha
Total charge: 0
LUMO energy: 0.51 eV
SMILES: Cc1ccc([C@H](C(=O)NC2CCCCC2)N(C(=O)Cc2c[nH]c3ccccc23)c2ccccc2)o1
Calculated total energy: -41190.621 eV